Entry 1:
Formula: C48H140MgO23
Source: OMol25
Level of theory: ωB97M-V/def2-TZVPD

ORCA input file:
```
! RIJCOSX wB97M-V def2-TZVPD def2/J DEFGRID3
* xyz 0 1
Mg 0.567 -3.553 0.566
O 2.258 2.266 7.823
O 0.353 4.406 2.107
O -5.475 -1.200 3.763
O 5.913 2.353 -2.503
O -1.241 -3.721 1.869
O -0.131 -1.808 -0.088
O -4.467 3.020 7.638
O -4.305 1.399 -5.041
O 4.773 -4.731 1.806
O 0.316 6.215 -4.809
O -2.960 -1.448 -0.743
O -3.588 0.805 -2.410
O 3.834 -1.270 -5.596
O -1.688 1.605 -5.908
O -2.320 4.335 2.539
O 2.189 -4.109 -0.886
O 4.617 3.464 -0.330
O -2.678 -3.858 -1.871
O -2.776 -2.156 3.412
O -0.495 -4.809 -0.626
O 1.898 -3.810 1.961
O 2.008 4.473 -0.038
O 5.737 -2.034 -3.734
C 1.962 -2.997 3.116
C 0.385 1.073 -4.761
C -1.876 -1.869 4.475
C 0.904 3.768 3.252
C -5.199 -1.810 -0.315
C -2.089 -0.393 4.876
C -2.776 -3.460 -3.233
C 0.284 -0.480 0.133
C -0.389 -6.178 -0.885
C 5.466 -3.939 0.889
C -1.147 1.087 -4.694
C -4.315 2.999 2.259
C 1.917 0.875 7.623
C -2.618 3.093 6.025
C 1.348 4.341 -1.308
C -1.919 5.379 -4.655
C -6.315 -1.518 4.866
C -1.501 -2.651 -3.581
C 4.679 2.488 0.688
C 4.924 0.499 -6.739
C 4.934 2.756 -3.444
C -3.570 1.697 -1.327
C -0.199 4.135 -1.150
C -4.823 2.697 -5.258
C -0.154 -6.509 -2.337
C 3.455 1.612 0.858
C -2.770 3.070 2.093
C 2.946 -3.032 -1.437
C -3.630 3.133 -1.737
C 1.561 -3.808 4.372
C 3.761 1.796 -3.134
C -1.431 -4.993 2.372
C 1.293 0.762 6.221
C 0.426 4.382 4.512
C -0.436 5.076 -4.988
C 6.921 -3.993 1.334
C 3.264 -2.254 3.250
C -3.824 -1.611 0.322
C -2.887 -5.368 1.897
C 0.234 0.340 -1.148
C 2.221 -2.598 -2.697
C -4.503 3.048 -6.712
C -5.541 -2.274 5.939
C 3.878 -0.549 -6.825
C -3.738 2.285 6.693
C -0.452 0.263 1.290
C 5.668 -1.006 -1.592
C 6.320 -0.984 -2.967
H 3.599 0.903 1.673
H 0.552 2.737 3.301
H 3.361 1.987 -2.138
H -4.375 1.434 -0.641
H 5.548 1.879 0.441
H 3.945 -3.287 -1.792
H -0.705 4.918 -0.587
H -3.308 1.417 7.193
H -1.362 -5.030 3.459
H 1.960 2.616 8.666
H -2.861 3.342 -2.481
H 2.247 -4.636 4.553
H 4.596 -1.010 -1.789
H 5.865 -0.054 -1.098
H 7.428 -3.514 0.496
H 5.247 -4.316 -0.110
H 0.936 4.041 5.413
H -1.667 0.143 -4.532
H 0.771 2.089 -4.675
H -0.805 -5.791 1.973
H -3.449 3.139 -6.973
H -3.166 -0.227 4.840
H 1.521 -3.109 5.208
H 5.359 2.619 -4.438
H -0.118 4.273 -4.323
H -0.357 3.147 -0.717
H 7.202 -3.329 2.151
H 0.830 1.693 5.895
H -3.662 -1.829 3.582
H 4.702 1.077 -5.842
H -3.832 -0.680 0.887
H 4.032 -2.937 3.612
H -3.479 -2.422 0.964
H -6.248 -2.312 6.768
H -5.469 -0.966 -0.951
H -5.220 -3.260 5.603
H -4.639 3.258 -2.130
H 1.675 3.435 -1.818
H -2.177 2.454 5.260
H 0.999 4.389 1.398
H 0.650 -5.879 -2.716
H -4.873 3.723 7.126
H 3.863 -4.426 1.831
H -1.512 1.734 -3.896
H -4.396 3.446 -4.591
H -1.306 -4.559 -1.075
H 0.617 -0.078 6.056
H -2.642 1.648 -5.808
H 3.161 -1.449 3.978
H 0.617 5.452 4.431
H -2.058 -1.372 -0.422
H 0.480 -6.550 -0.343
H -3.464 3.818 -0.906
H -4.702 3.754 1.576
H 1.168 -2.371 -2.530
H 5.171 -1.615 -4.387
H 2.946 4.296 -0.141
H 0.593 -4.302 4.287
H -0.586 -3.212 -3.392
H -2.979 3.918 5.412
H -5.173 -2.709 -0.930
H -2.282 6.046 -5.437
H -3.402 -0.080 -2.086
H -1.895 3.399 6.781
H 1.225 0.570 8.408
H -3.606 -2.761 -3.330
H 0.820 0.442 -3.985
H 2.001 0.445 5.455
H 2.854 0.322 7.698
H -0.800 0.565 -1.412
H -7.129 -2.123 4.469
H 5.201 -2.883 0.927
H 2.550 2.183 1.063
H 4.953 3.033 1.592
H -0.642 4.188 4.608
H 6.775 2.495 -2.900
H -4.626 3.266 3.269
H 2.259 -3.403 -3.431
H 1.171 -2.251 3.042
H 3.257 0.944 0.019
H -2.079 5.879 -3.700
H -2.077 -2.514 5.330
H -2.662 1.559 -0.741
H 3.562 -1.844 2.285
H -1.381 4.425 2.363
H 0.764 0.662 -5.696
H 2.858 -0.182 -6.947
H -1.758 -0.116 5.877
H -2.587 4.519 -4.606
H 4.677 3.806 -3.308
H -3.227 -6.224 2.480
H -1.614 0.204 4.097
H -1.882 -3.128 2.268
H 7.296 -5.005 1.485
H -5.990 -0.811 3.051
H -2.340 2.230 2.638
H 5.973 -1.846 -0.968
H 0.705 -0.198 -1.971
H 4.058 -1.170 -7.703
H 3.056 -2.172 -0.776
H 1.162 6.093 -5.246
H -4.663 2.011 1.958
H 1.517 5.157 -2.011
H 4.921 1.169 -7.599
H 0.201 -7.537 -2.411
H -0.084 -0.095 2.251
H -4.452 1.893 5.969
H 3.462 -2.143 -5.741
H -2.996 -4.316 -3.870
H 2.957 2.031 -3.830
H -0.857 -2.025 4.120
H -0.167 1.312 1.214
H -3.633 -4.636 2.206
H 5.927 0.076 -6.690
H -4.953 2.254 -7.308
H -0.340 4.694 -6.004
H -3.000 -5.536 0.825
H -1.437 -1.737 -2.990
H 5.094 3.155 -1.104
H -0.991 -6.433 -3.031
H -1.540 0.243 1.240
H -2.482 2.887 1.058
H -2.743 -3.006 -1.434
H -1.309 -6.636 -0.520
H -4.111 1.221 -4.118
H 1.314 -0.519 0.488
H 7.391 -1.186 -2.954
H 6.128 -0.045 -3.485
H -6.753 -0.584 5.218
H 2.728 -1.768 -3.190
H -0.728 4.179 -2.103
H 4.015 0.736 -3.153
H 0.822 1.257 -1.122
H -5.036 3.949 -7.019
H -5.979 -1.839 0.445
H 1.990 3.674 3.211
H -1.476 -2.256 -4.597
H -5.904 2.728 -5.126
H 2.579 -4.915 -1.233
H -4.655 -1.742 6.284
*
```

Löwdin atomic charge list, values in e, 6 entries: 0.69, -0.10, -0.09, -0.11, -0.10, -0.12

=====

Entry 2:
Formula: C48H140N18O18P6S4
Source: OMol25
Level of theory: ωB97M-V/def2-TZVPD

energy above the lowest of the compared OMol25 structures with the same formula, charge and spin: 24.62 kcal/mol

ORCA input file:
```
! RIJCOSX wB97M-V def2-TZVPD def2/J DEFGRID3
* xyz 0 1
S 0.246 0.495 -0.035
S 1.456 4.891 -0.746
S -8.897 0.497 -1.988
S -1.611 -0.349 -4.563
P -2.891 4.934 2.771
P 4.593 -4.425 2.405
P 3.793 3.027 4.586
P -4.850 -3.467 1.515
P 3.348 0.516 -5.207
P 1.136 -5.301 -1.677
O 0.568 4.649 -1.855
O 1.089 6.397 -0.238
O -7.865 0.956 -1.124
O 1.613 0.733 -0.334
O -9.973 -0.304 -1.507
O -2.963 -0.122 -5.075
O 2.142 0.377 -6.048
O -0.525 1.345 -1.124
O 4.728 2.764 5.679
O 2.850 4.815 -0.874
O -0.827 0.994 -4.396
O -5.352 -4.500 2.459
O 1.441 -3.844 -1.306
O -1.442 4.787 2.702
O -1.431 -1.096 -3.350
O 3.904 -5.544 1.668
O -8.323 -0.197 -3.269
O -0.324 0.677 1.274
N 3.561 -0.789 -4.160
N 2.717 4.224 5.092
N 0.101 -5.472 -2.963
N 2.812 1.780 4.143
N -6.000 -2.204 1.341
N 4.705 0.745 -6.216
N -3.339 6.592 2.973
N 3.207 1.733 -4.121
N 2.514 -6.047 -2.193
N -3.507 4.089 4.009
N 3.616 -4.183 3.777
N -4.453 -4.068 0.065
N 4.512 3.573 3.198
N 4.700 -2.939 1.685
N 6.072 -4.723 2.963
N -3.468 -2.676 2.147
N 0.359 -6.223 -0.432
N -3.645 4.435 1.371
C -7.054 0.335 -3.807
C -9.466 1.877 -2.913
C -3.028 1.270 -0.985
C 1.417 1.783 3.785
C -2.156 -3.185 1.911
C 1.007 7.504 1.914
C 2.798 -5.239 4.367
C -3.694 -2.054 3.481
C 3.624 -3.008 4.582
C 5.978 1.174 -5.767
C -0.816 -1.207 -5.803
C 2.506 2.953 -4.580
C -4.145 -3.260 -1.122
C 2.475 -1.022 -3.208
C 4.654 0.256 -7.586
C -1.744 2.084 -0.804
C 3.805 -5.430 -1.847
C -0.986 2.064 -5.390
C 0.954 3.878 0.582
C 5.607 -1.860 2.133
C 0.398 -5.818 1.015
C -7.402 -2.578 1.326
C -4.776 -5.449 -0.301
C 2.241 4.120 6.453
C 2.136 5.177 4.134
C -0.943 3.389 -4.673
C -2.773 2.936 4.566
C 0.534 -5.495 -4.305
C -4.996 3.956 1.231
C -4.918 4.179 4.440
C -1.088 -4.722 -2.557
C 3.629 -2.628 0.629
C 7.234 -4.585 2.020
C -5.740 -0.830 1.092
C -0.236 -7.552 -0.636
C 4.109 2.093 -3.031
C 3.341 0.405 4.101
C -5.989 -0.620 -3.592
C 6.188 -6.028 3.592
C 1.898 6.867 0.858
C -2.634 7.269 4.070
C -4.587 7.164 2.568
C 4.148 -1.990 -4.647
C 4.192 2.959 1.950
C -3.158 5.151 0.197
C 2.444 -7.561 -2.260
C 5.683 4.486 3.220
C -0.032 -1.163 -0.528
H 3.713 -4.588 -1.205
H -1.813 1.990 -5.978
H 0.433 -8.368 -0.322
H 4.048 3.699 1.131
H -2.045 5.155 0.268
H 5.899 1.763 -4.874
H -2.116 8.182 3.653
H -4.647 -2.347 -1.179
H -5.486 -5.433 -1.120
H 3.804 -2.246 -5.678
H 4.264 0.322 4.680
H -6.741 1.221 -3.283
H 3.594 2.234 -2.093
H -0.115 3.854 0.790
H 2.599 -2.898 4.956
H -5.519 4.910 3.867
H 7.218 -5.467 1.316
H -1.203 -0.977 -6.800
H -10.163 1.389 -3.689
H -5.165 -6.000 0.492
H 2.998 -1.746 0.914
H -1.937 -3.943 2.684
H -0.043 3.519 -4.064
H 4.710 3.013 -3.291
H -5.834 -0.666 0.030
H -4.388 -1.178 3.479
H -2.125 -3.586 0.908
H -1.973 -5.214 -2.978
H 2.950 -3.420 0.544
H 4.890 2.242 1.555
H 4.423 -5.105 -2.690
H -4.710 -0.498 1.328
H -1.400 -2.358 1.980
H 1.550 -7.792 -2.814
H -1.055 -3.719 -2.863
H -7.487 -3.574 1.805
H 2.064 -0.092 -2.892
H 2.960 3.430 7.005
H 3.552 0.095 3.081
H 5.219 -0.694 -7.541
H 1.733 -1.586 -3.717
H 1.771 2.580 -5.325
H -5.166 3.291 2.105
H -7.803 -2.557 0.317
H -6.239 -1.055 -2.624
H -1.764 3.267 4.550
H 5.234 -1.938 -4.703
H 0.782 -4.474 -4.701
H -4.996 -0.148 -3.558
H 2.749 5.112 3.191
H 7.185 -6.168 3.937
H 1.439 -6.153 -4.527
H -0.519 -7.799 -1.683
H -0.903 -2.242 -5.604
H -4.973 4.436 5.511
H -1.144 -7.655 -0.126
H -1.770 3.461 -4.010
H -4.450 8.227 2.393
H -8.621 2.408 -3.256
H 5.035 0.957 -8.289
H 2.255 5.059 7.036
H 3.222 3.670 -4.990
H 0.234 -0.950 -5.558
H 5.166 -0.959 2.483
H 0.036 -4.774 1.119
H 0.735 1.098 4.223
H -1.146 -4.687 -1.476
H -4.309 -3.774 -2.050
H 4.416 -6.149 -1.305
H 6.062 4.605 4.267
H 2.376 -8.000 -1.240
H -7.165 0.569 -4.850
H 7.208 -3.648 1.483
H -5.361 7.149 3.354
H 3.109 -5.313 5.398
H 1.176 4.991 3.729
H -4.201 -2.702 4.179
H 2.534 -0.274 4.450
H -1.017 4.282 -5.302
H 2.191 6.149 4.522
H 8.139 -4.717 2.682
H -3.025 0.793 -1.938
H 1.224 1.700 2.760
H -2.734 -1.723 3.843
H -1.833 6.537 4.395
H -3.322 4.561 -0.738
H 1.436 -5.836 1.367
H 0.588 8.377 1.475
H 5.518 -6.065 4.413
H 2.852 -1.604 -2.337
H 2.440 6.017 1.201
H 3.844 -2.090 4.086
H -6.526 -0.286 1.614
H -3.380 6.196 -0.037
H 0.157 6.871 2.274
H 5.857 -6.828 2.904
H -3.097 0.558 -0.206
H -3.241 7.534 4.914
H 1.702 -4.878 4.403
H 4.073 -2.394 -0.292
H -10.060 2.597 -2.274
H 3.771 -2.822 -4.082
H 6.659 0.307 -5.591
H -3.110 2.831 5.626
H 6.319 -2.240 2.824
H -2.904 2.051 3.930
H -0.275 -6.429 1.503
H 5.453 5.491 2.817
H 6.394 1.941 -6.428
H 2.638 7.599 0.399
H -1.620 2.957 -1.388
H -3.853 -5.930 -0.665
H 1.936 3.439 -3.795
H -5.014 6.759 1.653
H 6.263 -1.517 1.276
H 1.214 3.795 6.527
H 6.457 4.023 2.608
H 2.902 -6.155 3.785
H -6.038 -1.299 -4.462
H -3.892 1.886 -0.863
H 4.352 -3.197 5.411
H 3.292 -7.903 -2.842
H 0.618 -1.800 0.009
H -3.049 -3.050 -1.117
H -0.329 -5.867 -5.032
H 4.932 1.373 -2.861
H 1.633 7.779 2.709
H -5.062 3.313 0.352
H 3.554 0.140 -7.827
H -5.758 4.790 1.121
H -7.927 -1.834 1.940
H 0.114 -1.158 -1.585
H 1.263 2.880 0.278
H 1.028 2.769 4.097
H -1.065 -1.397 -0.349
H -1.691 2.405 0.253
H 1.641 4.243 1.325
H -5.436 3.206 4.397
H -0.061 1.918 -6.000
H 3.275 2.370 2.174
*
```

Löwdin atomic charge list, values in e, 6 entries: 0.54, 0.58, 0.52, 0.55, 0.49, 0.50

=====

E, record by record: -104583.1754; -214801.4300 eV